Entry from the Open Molecules 2025 dataset: C21H17N3O4 in the gas phase at a distorted geometry (wB97M-V/def2-TZVPD).

The calculation puts the energy above the lowest of the compared OMol25 structures with the same formula, charge and spin at 4.3247 eV. Its SMILES is O=C(N/N=C/c1ccc(-c2ccc([N+](=O)[O-])cc2)o1)[C@H]1C[C@@H]1c1ccccc1. Its charge is 0. As for the orbital gap: 7.12 eV.

Last column: Mulliken charge in e.
Atoms and positions in Å:
O: 4.695 3.605 -0.531  -0.65
C: 4.059 2.641 -0.158  -0.11
N: 2.690 2.669 -0.324  -0.27
N: 1.847 1.697 0.007  0.09
C: 0.594 1.833 -0.208  -0.67
C: -0.308 0.782 0.141  0.31
C: -0.082 -0.460 0.705  -0.23
C: -1.335 -1.071 0.817  -0.88
C: -2.262 -0.174 0.318  0.48
C: -3.694 -0.257 0.181  0.67
C: -4.408 0.817 -0.368  -0.52
C: -5.776 0.752 -0.506  -0.49
C: -6.450 -0.394 -0.094  -0.08
C: -5.759 -1.471 0.454  -0.45
C: -4.391 -1.402 0.590  -0.73
H: -3.853 -2.234 1.014  0.33
H: -6.311 -2.345 0.764  0.48
N: -7.878 -0.466 -0.235  1.00
O: -8.431 -1.482 0.135  -0.62
O: -8.447 0.492 -0.717  -0.62
H: -6.339 1.571 -0.927  0.47
H: -3.872 1.698 -0.683  0.47
O: -1.625 0.948 -0.090  -0.39
H: -1.534 -2.045 1.214  0.50
H: 0.870 -0.856 0.990  0.60
H: 0.162 2.731 -0.659  0.38
H: 2.335 3.529 -0.756  0.26
C: 4.695 1.460 0.459  0.26
C: 4.061 0.652 1.558  -0.78
C: 4.216 0.037 0.205  0.34
C: 5.197 -1.036 -0.067  0.41
C: 4.892 -2.004 -1.019  -0.42
C: 5.779 -3.027 -1.300  -0.56
C: 6.990 -3.099 -0.633  -0.44
C: 7.305 -2.140 0.316  -0.77
C: 6.417 -1.118 0.597  -0.42
H: 6.683 -0.381 1.340  0.25
H: 8.248 -2.189 0.840  0.38
H: 7.685 -3.895 -0.851  0.37
H: 5.526 -3.770 -2.042  0.38
H: 3.949 -1.953 -1.544  0.37
H: 3.307 -0.045 -0.378  0.39
H: 4.705 0.315 2.356  0.28
H: 3.066 0.925 1.871  0.18
H: 5.768 1.600 0.508  0.43

=====

Entry from the Open Molecules 2025 dataset: a molecular structure, C52H49BrN7O5S3Sm at a distorted geometry (wB97M-V/def2-TZVPD).

The calculation puts the energy above the lowest of the compared OMol25 structures with the same formula, charge and spin at 0.3943 eV. Its multiplicity is 6. Its charge is 0. As for the orbital gap (alpha / beta): 6.04 / 6.06 eV.

Last column: Mulliken charge in e.
Atoms and positions in Å:
Sm: 0.094 -2.057 -0.359  0.16
S: 1.012 -2.591 -5.000  -0.27
C: 0.896 -2.720 -3.355  0.46
S: -0.423 -3.591 -2.618  -0.54
S: 2.064 -1.984 -2.296  -0.45
C: 2.269 -5.248 -1.322  -1.24
O: 2.041 -4.327 -0.250  0.13
C: 3.061 -4.156 0.609  0.36
C: 4.316 -4.727 0.509  -0.38
C: 5.259 -4.459 1.497  -0.74
Br: 6.986 -5.230 1.336  -0.22
C: 4.978 -3.678 2.589  -0.86
C: 3.703 -3.107 2.709  1.15
C: 2.768 -3.314 1.695  -0.58
O: 1.550 -2.730 1.689  0.06
C: 3.280 -2.373 3.894  -0.24
N: 2.058 -1.918 4.055  -0.11
C: 1.991 -1.409 5.333  0.01
C: 0.921 -0.849 6.024  -0.54
C: 1.153 -0.419 7.316  -0.69
C: 2.414 -0.536 7.914  -0.47
C: 3.483 -1.102 7.244  -1.19
C: 3.248 -1.540 5.948  0.62
N: 4.044 -2.161 5.005  -0.06
H: 2.564 -6.222 -0.924  0.49
H: 3.028 -4.860 -2.002  0.42
H: 1.327 -5.328 -1.850  0.18
H: 4.580 -5.356 -0.327  0.60
H: 5.732 -3.526 3.349  0.49
H: 1.446 -2.214 2.553  0.83
H: -0.049 -0.766 5.550  0.54
H: 0.344 0.026 7.881  0.43
H: 2.550 -0.186 8.929  0.41
H: 4.455 -1.204 7.710  0.42
H: 4.997 -2.452 5.131  0.22
C: -2.490 5.061 -0.587  -1.83
C: -3.093 3.878 -1.358  2.19
C: -4.620 3.978 -1.278  -1.98
C: -2.652 3.940 -2.831  -1.69
C: -2.595 2.554 -0.799  0.64
C: -3.386 1.410 -0.751  -0.87
C: -2.821 0.207 -0.366  -1.43
N: -1.554 0.067 0.004  1.11
C: -0.814 1.179 0.082  -0.24
C: -1.285 2.411 -0.350  -0.91
C: 0.545 1.092 0.675  0.12
C: 0.955 2.110 1.531  -1.05
C: 2.235 2.112 2.072  0.51
C: 3.049 1.035 1.717  -0.97
C: 2.558 0.048 0.887  -1.06
N: 1.327 0.049 0.375  0.90
C: 2.720 3.210 3.006  2.19
C: 2.647 2.677 4.444  -1.67
C: 4.166 3.596 2.671  -1.82
C: 1.851 4.469 2.908  -2.04
H: -2.964 5.989 -0.910  0.48
H: -1.420 5.164 -0.767  0.35
H: -2.655 4.948 0.486  0.38
H: -4.940 4.963 -1.616  0.45
H: -4.965 3.839 -0.251  0.42
H: -5.106 3.239 -1.916  0.36
H: -2.953 4.891 -3.275  0.49
H: -3.108 3.131 -3.404  0.33
H: -1.568 3.845 -2.919  0.31
H: -4.428 1.430 -1.033  0.32
H: -3.419 -0.698 -0.365  0.54
H: -0.600 3.247 -0.360  0.66
H: 0.255 2.901 1.754  0.71
H: 4.067 0.959 2.074  0.33
H: 3.195 -0.776 0.584  0.58
H: 3.289 1.804 4.579  0.35
H: 1.627 2.384 4.691  0.37
H: 2.963 3.453 5.145  0.45
H: 4.855 2.765 2.828  0.34
H: 4.489 4.416 3.314  0.46
H: 4.246 3.924 1.633  0.42
H: 0.846 4.296 3.295  0.33
H: 1.780 4.822 1.877  0.45
H: 2.299 5.263 3.506  0.46
O: -2.973 -5.234 1.697  -0.78
C: -3.189 -4.319 2.653  0.44
C: -4.109 -4.628 3.658  -0.72
C: -4.395 -3.712 4.648  -0.29
C: -3.775 -2.464 4.668  -1.08
C: -2.845 -2.161 3.697  -0.35
C: -2.532 -3.076 2.691  0.09
C: -1.495 -2.715 1.695  1.78
O: -0.794 -1.691 1.859  -0.49
O: -1.324 -3.464 0.663  -0.88
H: -2.340 -4.851 1.056  0.46
H: -4.590 -5.597 3.628  0.47
H: -5.112 -3.971 5.417  0.39
H: -4.022 -1.746 5.439  0.42
H: -2.334 -1.207 3.686  0.46
N: -2.450 0.329 -7.294  0.08
C: -2.455 1.034 -8.472  0.68
C: -3.216 0.932 -9.631  -1.02
C: -2.973 1.864 -10.619  -0.41
C: -1.998 2.860 -10.463  -0.45
C: -1.242 2.961 -9.312  -0.79
C: -1.481 2.037 -8.295  0.55
N: -0.911 1.920 -7.047  -0.64
C: -1.500 0.901 -6.482  -0.35
C: -1.241 0.445 -5.120  1.39
C: -0.138 0.923 -4.422  -1.09
C: 0.083 0.474 -3.137  -0.75
N: -0.724 -0.376 -2.496  1.74
C: -1.792 -0.815 -3.164  -0.81
C: -2.085 -0.444 -4.461  -1.24
H: -2.952 -0.521 -7.113  0.20
H: -3.969 0.163 -9.751  0.38
H: -3.552 1.833 -11.533  0.38
H: -1.842 3.566 -11.268  0.38
H: -0.487 3.727 -9.191  0.44
H: 0.545 1.607 -4.905  0.59
H: 0.954 0.800 -2.582  0.39
H: -2.441 -1.501 -2.636  0.34
H: -2.967 -0.853 -4.935  0.27

=====

Entry from the Open Molecules 2025 dataset: 2 unconnected molecules or ions with the total composition C10H16O at a distorted geometry (wB97M-V/def2-TZVPD).

The calculation puts the energy above the lowest of the compared OMol25 structures with the same formula, charge and spin at 3.6568 eV. Its SMILES is Cc1ccc(O)cc1.CCC. Its charge is 0. As for the orbital gap: 9.08 eV.

Last column: Mulliken charge in e.
Atoms and positions in Å:
C: 1.869 -1.753 0.443  0.28
C: 3.051 -0.864 0.883  -0.99
C: 1.738 -2.872 1.545  -1.10
H: 0.914 -1.322 0.159  -0.14
H: 1.909 -2.364 -0.416  0.31
H: 3.286 -0.799 1.951  0.37
H: 2.493 -2.899 2.326  0.30
H: 0.802 -2.683 2.286  0.20
H: 2.726 0.108 0.550  0.14
H: 4.082 -1.093 0.477  0.29
H: 1.521 -3.814 1.072  0.34
C: 1.025 1.613 -2.365  -1.66
C: -0.807 0.884 1.000  -0.07
C: 0.103 1.447 0.107  -0.87
C: -2.001 0.297 0.475  0.60
C: -0.131 1.283 -1.293  0.80
C: -2.097 0.152 -0.919  -0.62
C: -1.245 0.676 -1.806  -0.49
O: -3.053 0.213 1.322  -0.52
H: -0.565 0.822 2.231  0.02
H: 1.011 2.026 0.313  0.47
H: -2.692 -0.134 2.197  0.33
H: -2.802 -0.437 -1.382  0.46
H: 1.005 2.573 -2.823  0.38
H: 1.074 0.884 -3.057  0.48
H: -1.457 0.692 -2.894  0.35
H: 2.079 1.553 -1.994  0.34

=====

Entry from the Open Molecules 2025 dataset: a molecular structure, C2LiO4Ru at a distorted geometry (wB97M-V/def2-TZVPD).

Its multiplicity is 6. Its charge is 0. As for the orbital gap (alpha / beta): 7.14 / 6.75 eV.

Last column: Mulliken charge in e.
Atoms and positions in Å:
O: 2.539 -2.202 0.981  -0.60
Ru: -0.618 -1.042 -0.343  0.55
O: 0.365 -1.737 1.326  -0.73
O: 1.067 -2.097 -0.712  -0.72
C: 1.359 -2.113 0.564  1.01
C: -1.211 4.374 -0.182  0.12
O: -1.717 3.437 -0.573  -0.16
Li: -1.783 1.380 -1.062  0.54

=====

Entry from the Open Molecules 2025 dataset: 2 unconnected molecules or ions with the total composition C5H10NO at a distorted geometry (wB97M-V/def2-TZVPD).

The calculation puts the energy above the lowest of the compared OMol25 structures with the same formula, charge and spin at 4.3581 eV. Its charge is +1. As for the orbital gap: 10.93 eV.

Last column: Mulliken charge in e.
Atoms and positions in Å:
C: -2.642 1.594 -0.504  -0.65
C: -1.695 0.969 0.098  0.35
C: -0.139 -2.272 0.678  -0.81
C: 3.021 1.431 -0.639  -0.11
C: -0.914 0.106 0.671  -0.45
N: -0.133 -0.985 -0.020  -0.12
O: 2.009 0.757 -0.587  -0.47
H: -3.684 1.508 -0.304  0.32
H: -1.168 -2.744 0.848  0.33
H: 0.292 -2.992 -0.136  0.35
H: 0.534 -2.162 1.532  0.34
H: 2.948 2.217 0.085  0.24
H: 3.926 1.160 -1.138  0.29
H: -0.417 0.481 1.587  0.29
H: 0.764 -0.370 -0.321  0.40
H: -0.546 -1.149 -0.949  0.43
H: -2.155 2.450 -0.901  0.27